C30H47CoN5OSbSi4 as an isolated structure. Source: OMol25; level of theory: ωB97M-V with the def2-TZVPD basis set.

As for the expectation value of S²: 6.030. For the HOMO energy (spin up / spin down), the calculation gives -8.150 / -8.467 eV. As for the HOMO-LUMO gap (spin up / spin down): 8.20 / 6.46 eV. The calculation puts the relative energy (zero: lowest compared OMol25 entry of this formula, charge and spin) at 64.6 kJ/mol.

The geometry in ORCA input format:
```
! RIJCOSX wB97M-V def2-TZVPD def2/J DEFGRID3
* xyz 0 5
H -6.673 -0.057 -0.861
H 3.844 0.992 2.999
C -1.728 -0.067 1.662
H 0.742 -2.997 1.578
H 5.482 0.825 -1.567
C -1.915 -2.227 0.810
C 4.661 0.969 2.268
H -5.140 -3.623 -2.829
H 3.820 -3.095 -1.221
H -2.147 1.993 4.418
H 1.758 -4.202 0.768
C -5.639 -0.603 -3.910
H -5.959 0.445 -3.847
C 2.066 -0.464 -1.085
N -0.645 2.792 -2.345
C -0.567 3.137 -4.632
N 0.750 -0.458 -1.379
C 0.052 2.688 -3.387
H 4.392 3.340 0.199
C 3.723 -2.173 2.607
H -1.491 -2.981 0.154
H 0.333 -1.565 2.805
H -3.342 4.364 1.775
Si -5.002 -1.193 -2.275
H 5.260 1.880 2.415
Co -0.776 0.610 -0.463
H -6.010 -1.483 -0.036
H -4.080 -3.322 -1.432
H 0.121 3.980 0.635
H -1.846 3.742 4.441
H -4.869 -0.673 -4.688
C -3.581 -0.214 -1.700
C -3.568 -1.464 2.329
H 5.928 -0.497 -0.455
N 2.489 1.790 -3.592
C 2.575 -0.292 0.352
H 5.152 -2.361 -0.304
C 1.191 -1.105 -3.649
H 0.802 -1.342 -4.632
C -3.072 3.355 1.437
H 3.522 -1.301 3.236
C -3.065 -2.479 1.532
H -0.481 2.605 4.425
H 5.302 0.104 2.499
H -0.736 -0.772 -2.782
C -6.355 -1.098 -1.005
H -6.502 -1.203 -4.230
H 4.814 -2.278 2.524
C -0.938 1.158 1.541
H -3.290 0.564 2.998
C -2.905 -0.253 2.396
H -7.233 -1.681 -1.315
C 1.452 -3.148 0.760
C 3.568 2.642 -0.010
H 0.759 3.979 2.294
C -4.379 -2.943 -2.419
H 0.926 -2.954 -0.186
H 1.695 -1.008 3.810
H -4.480 -1.617 2.897
C 4.211 -2.920 -0.213
H -3.560 -3.441 1.467
H -2.995 3.366 0.341
C -0.147 4.091 1.694
Si -1.447 2.849 2.166
H 3.341 -3.064 3.126
C 5.604 0.551 -0.510
C -2.558 0.338 -1.303
C 0.797 -0.703 3.274
Si 2.965 -2.073 0.897
H 6.420 1.165 -0.102
C 0.337 -0.777 -2.629
H -3.500 -2.983 -3.074
H 3.274 -1.297 -4.158
H 4.036 -0.757 -1.882
N -0.988 3.429 -5.657
H 2.680 3.004 0.514
H -0.528 5.112 1.839
H 0.093 -0.252 3.976
H 4.448 -3.898 0.231
C 1.419 2.179 -3.508
C 2.550 -1.078 -3.381
H 3.367 2.680 -1.076
O -0.250 2.343 -1.188
Si 4.069 0.927 0.488
C -1.489 2.785 4.033
Sb 1.248 0.831 1.829
N -1.251 -1.077 0.881
H -3.889 2.673 1.707
C 2.977 -0.767 -2.108
*
```

---

C30H47NO4SSi5TcTe as an isolated structure. Source: OMol25; level of theory: ωB97M-V with the def2-TZVPD basis set.

As for the expectation value of S²: 3.788. For the HOMO energy (spin up / spin down), the calculation gives -7.428 / -7.749 eV. As for the HOMO-LUMO gap (spin up / spin down): 6.62 / 6.31 eV. The calculation puts the relative energy (zero: lowest compared OMol25 entry of this formula, charge and spin) at 155.5 kJ/mol.

The geometry in ORCA input format:
```
! RIJCOSX wB97M-V def2-TZVPD def2/J DEFGRID3
* xyz 0 4
H 3.471 0.634 1.004
H -1.500 -2.182 -5.939
Tc -0.042 0.525 -2.014
H 2.592 0.967 5.042
C -2.460 -4.546 -1.033
H -2.679 -2.430 -1.269
H 3.254 5.563 -2.293
H -3.315 -4.630 -0.369
H -3.003 2.485 2.262
H 0.823 -4.101 3.216
C 2.299 1.287 -3.497
H 0.958 3.401 2.923
C -2.456 1.544 2.126
C -4.501 -0.639 -5.592
O 1.879 0.428 -2.531
H -3.589 -1.757 -7.183
C -0.024 -3.787 2.594
C 2.831 4.470 -0.491
C -0.951 1.519 4.823
H -2.520 -1.733 1.524
C 0.815 3.136 -0.537
H 4.154 4.502 1.210
Si 2.628 -0.490 3.035
H 2.078 -0.683 5.446
H 3.804 -0.323 5.207
H 1.404 2.754 -4.817
H 3.928 6.069 0.429
H -5.416 -0.453 -6.143
H 0.040 1.372 5.280
C -3.179 -0.385 -3.597
H -3.170 -1.449 3.156
C -0.994 -3.176 -2.394
H 0.501 -1.882 -4.155
C -2.533 -2.110 2.557
C -0.635 -5.567 -2.227
S -0.701 2.842 -2.793
C 2.568 4.884 -1.797
H -1.307 -3.162 5.425
H 4.206 -2.399 2.802
H -1.384 2.443 5.227
O 3.431 1.634 -3.640
C 1.936 3.604 0.127
C -3.472 -1.370 -6.177
C -2.296 -1.605 -5.473
H -2.010 -6.654 -0.986
H 2.109 3.287 1.144
H -3.070 0.726 2.522
H 2.615 -2.951 3.388
C 1.176 1.771 -4.426
H 0.590 -4.238 -3.389
C -0.800 -2.252 5.075
C -1.727 -5.682 -1.378
C 3.122 -2.258 2.703
C 0.596 3.538 -1.848
H -0.157 3.581 1.554
C -0.091 3.300 2.611
C 3.774 0.601 2.057
H -2.336 1.370 1.048
H 1.149 1.080 -5.263
O -1.401 3.919 -3.404
Si -0.789 -2.200 3.211
H -1.313 -1.390 5.514
H 4.946 4.847 -0.337
H -3.083 0.006 -2.589
C 2.791 -0.096 4.850
H 4.791 0.195 2.097
H -1.584 0.677 5.133
H 1.256 4.774 -3.485
H 0.228 -2.265 5.467
H -0.683 4.019 3.190
H -0.063 -6.448 -2.498
C -0.271 -4.319 -2.729
C 4.035 4.996 0.246
C -2.130 -1.118 -4.171
C -4.354 -0.146 -4.300
C -2.095 -3.308 -1.538
H 3.800 1.628 2.448
H -2.991 -3.108 2.542
N -0.141 1.682 -3.731
C 1.461 4.432 -2.477
Te 0.333 -1.064 -0.027
H 2.831 -2.528 1.680
Si -0.790 1.607 2.957
Si -0.580 -1.544 -3.198
H -0.773 -4.589 2.597
O -1.511 1.992 -1.816
Si 0.383 -0.334 2.397
H 0.102 2.507 -0.013
H 0.335 -3.670 1.564
H -5.154 0.424 -3.842
*
```

---

A 7-piece molecular cluster, C30H48ClO23PS overall. Source: OMol25; level of theory: ωB97M-V with the def2-TZVPD basis set.

For the HOMO energy, the calculation gives -9.112 eV. As for the HOMO-LUMO gap: 9.30 eV.

The geometry in ORCA input format:
```
! RIJCOSX wB97M-V def2-TZVPD def2/J DEFGRID3
* xyz 0 1
C -2.126 -2.325 -4.443
H -2.363 6.390 -0.876
C -2.349 -0.356 -1.533
C 8.124 -7.095 1.802
C 8.689 1.169 2.484
C 0.329 0.615 1.060
C 2.107 -1.364 1.174
H -2.745 2.944 -0.014
H -0.179 -1.538 -2.791
O 2.626 2.031 0.160
H -1.584 1.467 1.704
O -7.731 -0.600 4.822
O -5.015 0.739 -5.895
H -5.796 2.231 -4.710
C 6.297 -6.826 0.531
C -7.233 -0.876 3.780
H -6.275 -2.857 0.080
O -3.553 2.368 -6.350
C -7.014 -2.871 0.882
P 1.724 -2.289 2.789
H -3.444 5.439 0.165
C -5.664 -1.200 2.214
C 7.456 4.462 2.238
H 0.986 -0.784 -0.597
H 8.801 -7.902 2.081
O -6.010 -0.444 3.374
O -2.920 -1.140 -2.471
O 1.138 1.147 2.127
O -1.083 -0.163 2.931
C 0.816 -0.773 0.498
O 9.575 0.396 2.655
H -5.083 2.873 -7.625
H 8.103 5.086 1.619
C -5.725 1.976 -5.771
C -0.772 -0.670 -3.099
C 7.077 -6.150 3.899
C -2.060 3.348 -0.763
O -4.291 6.078 -1.600
H -3.109 -2.492 -4.884
C -2.077 0.410 3.797
S 2.660 1.372 1.494
O -1.129 0.079 -1.930
H -6.730 1.891 -6.183
O -2.816 0.264 -6.031
H 6.429 4.816 2.133
C -4.859 2.921 -6.555
C -4.843 4.985 -2.181
C -2.116 -1.032 -3.663
H -1.186 3.765 -0.259
O 7.555 -7.336 0.514
H -3.092 0.163 3.415
C 6.646 2.092 2.569
H 6.469 2.393 3.605
H -6.810 -3.716 1.543
H -5.069 -2.063 2.526
C -2.748 4.389 -1.618
H 2.482 -2.164 0.484
H 2.644 -1.903 4.689
C -7.009 -1.570 1.653
O 7.371 0.858 2.568
C 7.577 3.012 1.830
O -5.913 4.962 -2.699
H 3.824 -0.577 2.280
H -1.925 -3.177 -3.788
H -2.522 -0.216 -4.277
C 6.907 -7.034 2.684
H 7.778 4.604 3.272
H 7.193 -5.104 3.608
H 0.209 1.317 0.204
C -3.712 1.049 -6.092
O -4.014 3.912 -2.090
H -7.998 -3.047 0.443
C 3.316 -0.342 1.316
H -1.688 -0.195 0.888
C -1.132 0.442 1.646
H 8.683 -6.156 1.767
H 7.943 -6.454 4.490
H -5.947 4.718 -6.050
C -4.922 4.347 -6.065
H 5.689 1.979 2.067
H 6.190 -6.203 4.533
O 2.173 -1.307 4.089
O -7.807 -1.672 2.838
H -2.130 4.631 -2.489
H -1.736 2.506 -1.377
H -4.499 4.427 -5.063
H -0.011 -1.506 0.681
O 3.527 2.166 2.399
H 7.457 2.913 0.746
H 4.055 -0.403 0.493
H -1.898 -0.002 4.815
O 5.921 -6.497 1.795
O 8.862 2.484 2.185
H -4.328 4.999 -6.710
H -5.078 -0.597 1.520
C -3.145 5.632 -0.868
H -0.183 -0.063 -3.784
H -7.419 -0.764 1.036
H 6.582 -8.034 2.987
H -1.933 1.515 3.862
O 5.617 -6.681 -0.431
H -1.386 -2.308 -5.243
O -2.853 -0.079 -0.483
Cl 3.178 -3.852 2.816
*
```

---

C30H48P2Pb as an isolated structure. Source: OMol25; level of theory: ωB97M-V with the def2-TZVPD basis set.

For the HOMO energy, the calculation gives -13.114 eV. As for the HOMO-LUMO gap: 5.85 eV.

The geometry in ORCA input format:
```
! RIJCOSX wB97M-V def2-TZVPD def2/J DEFGRID3
* xyz 2 1
H 1.980 2.817 -1.894
H 5.394 -2.210 -2.421
H -1.309 2.864 1.828
C 7.282 1.223 -1.557
H 2.057 1.220 -2.792
H 8.789 -0.153 -2.332
P 1.235 -2.260 -0.299
C 2.483 -0.464 4.468
C 0.546 -3.501 0.826
H -0.673 -0.553 5.845
H 2.894 -0.236 2.381
H -2.380 -0.876 2.339
C 6.786 1.881 -2.630
C -1.039 0.761 -3.106
H 1.774 -0.667 6.491
C 7.234 0.045 -4.399
C -0.246 -0.339 3.746
H 1.279 -4.327 0.693
H 2.879 -1.701 1.339
C -2.039 -0.463 -1.053
H 1.447 -1.934 -2.683
H 3.551 -0.493 4.692
C 2.815 2.096 0.950
H -2.158 -2.625 -1.025
C 2.913 -1.781 0.237
C -1.410 1.756 -0.738
C 1.257 -2.798 -2.014
H -1.774 3.796 -1.120
C 7.141 -1.303 -1.482
H -1.298 -0.269 3.502
C 6.182 -1.477 -2.618
H 3.655 -0.684 -1.511
H -0.557 -0.151 -3.475
H 7.780 -2.196 -1.376
C -1.982 2.002 1.802
C 1.475 -0.554 5.447
H 2.049 2.894 1.030
H -0.295 3.215 -1.868
H -1.726 -1.944 -2.583
C 0.134 -0.492 5.097
C -1.471 0.690 -1.691
H 8.627 -0.061 -0.582
C 3.463 -0.501 -0.435
P 2.392 0.986 -0.427
H -1.914 0.926 -3.741
H -0.341 3.545 -0.142
H -3.367 -1.804 -1.985
H 2.093 -3.530 -2.014
C -2.321 -0.121 0.320
H 6.301 2.845 -2.459
C 6.898 1.515 -4.078
H -2.713 -2.085 1.139
C 6.229 -0.920 -3.848
H 3.808 2.469 0.631
H 8.265 -0.182 -4.108
H 7.194 -0.050 -5.499
C -2.851 -1.024 1.366
H -3.916 -0.836 1.522
H 7.635 2.160 -4.587
H -1.703 1.389 2.664
H 6.542 -1.263 -0.557
H 3.510 -2.661 -0.041
Pb 0.251 -0.015 0.588
C 2.510 1.848 -1.998
C -1.928 1.264 0.519
H 3.612 1.956 -2.109
H 4.375 -0.152 0.079
H -0.472 -3.761 0.468
H 2.859 1.558 1.914
H 0.514 -3.107 1.865
C 0.753 -0.280 2.785
C 8.052 -0.060 -1.526
H -3.000 2.354 1.986
C 2.086 -0.322 3.124
H 0.270 -3.260 -2.224
H 7.151 1.680 -0.570
C -2.317 -1.770 -1.685
H 5.459 -1.207 -4.573
H -0.344 1.579 -3.306
C -0.917 3.131 -0.976
H 5.931 1.760 -4.546
*
```

---

C30H48P2Tm as an isolated structure. Source: OMol25; level of theory: ωB97M-V with the def2-TZVPD basis set.

As for the expectation value of S²: 2.003. For the HOMO energy (spin up / spin down), the calculation gives -9.121 / -9.110 eV. As for the HOMO-LUMO gap (spin up / spin down): 6.59 / 6.59 eV. The calculation puts the relative energy (zero: lowest compared OMol25 entry of this formula, charge and spin) at 0.0 kJ/mol.

The geometry in ORCA input format:
```
! RIJCOSX wB97M-V def2-TZVPD def2/J DEFGRID3
* xyz 1 3
C 3.198 0.828 0.145
C 0.302 -2.713 -0.610
C 2.103 1.523 -0.579
H 1.390 -4.995 -0.800
C -3.566 -3.528 -0.244
H -1.969 -3.623 2.627
H 0.871 5.394 -1.625
H 1.478 4.492 1.077
H 3.135 3.993 0.697
C -1.891 0.777 -2.456
C 0.582 2.618 -3.798
C -1.112 3.109 2.112
H -1.929 4.854 1.126
C 0.435 3.573 3.942
H 1.204 -6.401 0.213
C 1.144 -5.304 0.230
H -2.628 2.649 0.648
C -1.824 2.175 1.238
C -1.236 4.511 1.901
H 2.148 3.038 1.821
H 3.056 -5.488 1.268
H -0.672 6.491 2.532
H 0.085 -2.992 2.298
C -2.138 -1.047 -0.327
P -2.113 -2.651 0.402
Tm -0.546 1.261 -0.627
H 1.511 2.883 -4.332
C 1.663 1.223 -1.910
C 0.296 4.959 3.723
C 0.766 3.281 -1.292
H 1.357 -1.883 2.641
C -0.312 -4.932 0.559
H -1.800 -1.828 2.665
H 0.626 -0.985 0.745
H 0.150 1.752 -4.312
H -2.114 1.234 1.730
P -0.682 -1.116 -1.482
C 0.885 2.336 -2.373
C -0.542 5.410 2.698
H -1.661 0.513 -3.492
H -3.078 -0.974 -0.897
C 0.127 4.619 -1.367
H -0.331 4.896 -0.407
H 0.836 5.667 4.352
C -2.304 -2.673 2.181
H 1.451 -0.171 -3.534
H 3.235 -0.239 -0.108
H 4.187 1.256 -0.102
H -2.948 0.603 -2.226
H 2.437 -0.766 -2.189
H -0.466 -4.791 1.631
H -0.783 -3.074 -2.960
C 2.119 -3.744 1.990
H 3.066 0.916 1.233
H -0.961 -5.787 0.309
H -1.172 -4.146 -1.216
H -0.662 4.639 -2.131
C 2.180 -4.833 1.212
H -0.156 1.585 3.317
H -4.333 -3.442 0.538
H 2.907 -3.558 2.729
H 2.041 -1.821 0.223
C 1.010 -2.010 0.543
C -0.778 -3.723 -0.275
H -1.655 1.869 -2.319
H 1.073 3.221 4.750
H -3.324 -4.589 -0.418
C -0.252 2.661 3.144
H -2.128 -0.235 0.438
H -0.985 -1.548 -3.812
C 2.181 0.127 -2.772
C 1.600 2.811 -0.224
C 1.070 -2.675 1.932
H -2.355 -2.241 -2.913
H 3.093 0.451 -3.300
H -0.105 3.464 -3.901
H 0.980 -3.006 -1.417
C -1.269 -2.095 -2.903
H -3.386 -2.587 2.380
H -3.924 -3.072 -1.181
C 2.113 3.623 0.896
*
```

---

The evaluated E_tot for the records listed, in turn: -117043.62309, -101270.30465, -111628.25031, -55695.82170, -79987.54630 eV.
The evaluated strongest force on any atom for the records listed, in turn: 2.65, 2.18, 4.18, 2.34, 2.81 eV/Å.